a) DFT (the ωB97M-V functional and the def2-TZVPD basis) results for a 2-piece molecular cluster, C3H11N2S2 overall.

- orbital gap (eV) = 8.42
- lowest unoccupied orbital energy (eV) = -3.7
- E_HOMO (eV) = -12.160
- molecular weight (g mol⁻¹) = 139.269

```
! RIJCOSX wB97M-V def2-TZVPD def2/J DEFGRID3
* xyz 1 1
C 1.033 -0.858 -2.616
N 1.012 -1.041 -1.151
C -0.008 -1.449 -0.462
N 0.017 -1.798 0.807
H 1.669 -1.615 -3.066
H 1.423 0.127 -2.854
H 0.009 -0.983 -2.959
H 1.923 -0.935 -0.716
H -0.965 -1.480 -0.971
H 0.772 -1.547 1.414
H -0.855 -1.957 1.281
C -1.592 1.844 2.239
S -0.072 2.798 2.022
S 0.275 2.510 0.021
H -2.427 2.358 1.769
H -1.805 1.773 3.307
H -1.463 0.840 1.844
H 1.055 1.415 0.090
*
```

Atomic partial charges in e from the Mulliken method, atoms 1 to 5: C -0.7309; N -0.1549; C 0.2091; N -0.3152; H 0.3214

***

b) DFT (the ωB97M-V functional and the def2-TZVPD basis) results for an isolated ion of composition C3H11N2S2 and charge +1.

- structure (SMILES) = NC[C@H]([NH3+])CSS
- orbital gap (eV) = 9.20
- lowest unoccupied orbital energy (eV) = -3.3
- E_HOMO (eV) = -12.532
- molecular weight (g mol⁻¹) = 139.269

```
! RIJCOSX wB97M-V def2-TZVPD def2/J DEFGRID3
* xyz 1 1
N -1.972 3.100 -0.413
C -0.713 2.396 -0.589
C -0.828 0.988 0.079
N -0.758 1.353 1.529
C 0.331 0.109 -0.416
S 0.066 -1.628 0.063
S 1.844 -2.454 -0.105
H -2.604 2.879 -1.172
H -1.818 4.085 -0.342
H -0.393 2.241 -1.626
H 0.070 2.921 -0.040
H -1.743 0.434 -0.135
H -1.463 2.084 1.683
H 0.200 1.588 1.777
H -0.906 0.579 2.191
H 0.219 0.195 -1.503
H 1.301 0.461 -0.060
H 1.737 -3.212 -1.262
*
```

Atomic partial charges in e from the Mulliken method, atoms 1 to 5: N -0.5046; C -0.8045; C -0.3320; N -0.2726; C -0.7331

***

Relative energies with respect to the most stable structure, expressed in hartree: a) 0.0000; b) 0.0090.

***

a) DFT (the ωB97M-V functional and the def2-TZVPD basis) results for a 4-piece molecular cluster, C3H14O3S2 overall.

- structure (SMILES) = CCSSC.O.O.O
- orbital gap (eV) = 9.11
- lowest unoccupied orbital energy (eV) = 0.5
- E_HOMO (eV) = -8.609
- molecular weight (g mol⁻¹) = 162.276

```
! RIJCOSX wB97M-V def2-TZVPD def2/J DEFGRID3
* xyz 0 1
C -0.844 -0.528 -2.118
C -1.717 -0.721 -0.869
S -1.394 0.373 0.509
S 0.014 -0.248 1.810
C 1.516 0.088 0.920
H -0.006 -1.170 -2.054
H -1.195 -1.206 -2.906
H -0.910 0.471 -2.439
H -1.919 -1.805 -0.610
H -2.688 -0.338 -0.964
H 1.575 -0.313 -0.105
H 2.376 -0.497 1.441
H 1.848 1.217 0.897
O 0.518 2.180 3.968
H 1.409 2.239 4.350
H 0.736 1.392 3.311
O -0.553 4.673 -0.627
H -1.206 5.370 -0.830
H 0.210 4.984 -1.093
O 0.907 -5.127 -1.175
H 1.140 -5.229 -0.213
H 0.186 -5.806 -1.202
*
```

Atomic partial charges in e from the Mulliken method, atoms 1 to 5: C -1.0882; C -0.4629; S -0.0393; S -0.1499; C -0.7196

***

b) DFT (the ωB97M-V functional and the def2-TZVPD basis) results for a 4-piece molecular cluster, C3H14O3S2 overall.

- structure (SMILES) = CCSSC.O.O.O
- orbital gap (eV) = 8.23
- lowest unoccupied orbital energy (eV) = 0.4
- E_HOMO (eV) = -7.855
- molecular weight (g mol⁻¹) = 162.276

```
! RIJCOSX wB97M-V def2-TZVPD def2/J DEFGRID3
* xyz 0 1
C -1.729 -2.127 -0.466
C -0.464 -1.529 -1.060
S 1.172 -2.194 -0.317
S 2.034 -0.534 0.504
C 0.799 0.597 1.148
H -1.712 -2.209 0.625
H -2.628 -1.629 -0.838
H -1.826 -3.170 -0.787
H -0.520 -0.503 -0.689
H -0.452 -1.554 -2.152
H 0.313 1.177 0.377
H 1.402 1.285 1.746
H 0.162 -0.018 1.788
O -4.549 2.839 1.172
H -4.717 2.614 0.245
H -5.142 3.577 1.351
O -1.368 3.388 1.607
H -2.304 3.134 1.623
H -1.532 4.298 1.915
O 2.069 0.806 -2.652
H 2.642 0.548 -3.382
H 2.307 0.165 -1.957
*
```

Atomic partial charges in e from the Mulliken method, atoms 1 to 5: C -1.0854; C -0.2015; S -0.0968; S -0.1295; C -0.8551

***

Relative energies with respect to the most stable structure, expressed in hartree: a) 0.0388; b) 0.0000.

***

a) DFT (the ωB97M-V functional and the def2-TZVPD basis) results for an isolated ion of composition C7H10N4 and charge +2.

- orbital gap (alpha / beta) (eV) = 9.46 / 6.14
- lowest unoccupied orbital energy (alpha / beta) (eV) = -7.5 / -14.1
- E_HOMO (alpha / beta) (eV) = -16.933 / -20.214
- molecular weight (g mol⁻¹) = 150.185

```
! RIJCOSX wB97M-V def2-TZVPD def2/J DEFGRID3
* xyz 2 3
C -4.277 0.935 0.000
C -3.443 -1.200 0.000
C -0.772 -0.180 0.000
C 0.460 0.371 0.000
C -1.948 0.629 0.000
C 2.470 -0.068 -1.225
C 2.471 -0.068 1.225
N -5.210 1.587 0.000
N -3.666 -2.317 0.000
N -3.163 0.138 0.000
N 1.682 -0.378 0.000
H -0.903 -1.259 0.001
H 0.605 1.448 0.000
H -1.861 1.715 -0.001
H 2.748 0.985 -1.243
H 3.384 -0.663 -1.229
H 1.901 -0.305 -2.123
H 2.748 0.986 1.243
H 1.902 -0.304 2.123
H 3.385 -0.662 1.229
H 1.486 -1.390 0.000
*
```

Atomic partial charges in e from the Mulliken method, atoms 1 to 5: C 0.2771; C 0.3727; C 0.2311; C -0.8817; C -0.0343

***

b) DFT (the ωB97M-V functional and the def2-TZVPD basis) results for a 2-piece molecular cluster, C7H10N4 overall.

- orbital gap (alpha / beta) (eV) = 9.60 / 8.68
- lowest unoccupied orbital energy (alpha / beta) (eV) = -7.0 / -9.3
- E_HOMO (alpha / beta) (eV) = -16.582 / -17.974
- molecular weight (g mol⁻¹) = 150.185

```
! RIJCOSX wB97M-V def2-TZVPD def2/J DEFGRID3
* xyz 2 3
C -3.013 -0.815 -1.578
C 2.789 1.411 1.398
C -2.052 0.143 -1.642
C 2.016 1.442 0.302
C -1.604 -1.286 -0.048
C 1.025 0.157 1.759
C 0.147 0.385 -0.660
N -2.719 -1.711 -0.558
N 2.166 0.573 2.304
N -1.098 -0.248 -0.696
N 0.938 0.598 0.523
H -3.829 -1.016 -2.313
H 3.644 1.999 1.419
H -1.964 0.893 -2.350
H 2.236 2.041 -0.492
H -0.961 -1.843 0.624
H 0.329 -0.400 2.250
H 2.370 -1.311 -1.932
H 0.382 1.083 -1.357
H -3.270 -2.632 -0.343
H 2.470 0.537 3.390
*
```

Atomic partial charges in e from the Mulliken method, atoms 1 to 5: C -0.4209; C -0.4498; C -0.2967; C -0.3565; C -0.0845

***

Relative energies with respect to the most stable structure, expressed in hartree: a) 0.1073; b) 0.0000.

***

a) DFT (the ωB97M-V functional and the def2-TZVPD basis) results for a 2-piece molecular cluster, C2H2FN3O overall.

- orbital gap (alpha / beta) (eV) = 8.63 / 8.63
- lowest unoccupied orbital energy (alpha / beta) (eV) = -0.5 / -0.5
- E_HOMO (alpha / beta) (eV) = -9.169 / -9.167
- molecular weight (g mol⁻¹) = 103.056

```
! RIJCOSX wB97M-V def2-TZVPD def2/J DEFGRID3
* xyz 0 1
C 0.793 -1.551 0.062
C 0.701 1.750 0.178
N -0.305 -1.404 -0.371
N -0.401 1.386 0.503
N -1.442 -1.757 -0.791
O 1.768 1.873 -0.340
F 1.560 -0.763 0.806
H -0.940 1.539 1.431
H -1.733 -1.075 -1.478
*
```

Atomic partial charges in e from the Mulliken method, atoms 1 to 5: C 0.1475; C 0.6310; N 0.5186; N -0.4682; N -0.7704

***

b) DFT (the ωB97M-V functional and the def2-TZVPD basis) results for a 2-piece molecular cluster, C2H2FN3O overall.

- structure (SMILES) = [O-][N+]#CF.N#CN
- orbital gap (eV) = 9.65
- lowest unoccupied orbital energy (eV) = 0.3
- E_HOMO (eV) = -9.355
- molecular weight (g mol⁻¹) = 103.056

```
! RIJCOSX wB97M-V def2-TZVPD def2/J DEFGRID3
* xyz 0 1
O 3.694 1.985 0.163
N 4.081 0.881 -0.057
C 4.364 -0.238 0.133
F 4.808 -1.319 -0.401
N 1.973 -1.038 0.690
C 0.935 -0.605 0.468
N -0.252 -0.079 0.274
H -0.308 0.735 -0.319
H -1.042 -0.702 0.215
*
```

Atomic partial charges in e from the Mulliken method, atoms 1 to 5: O -0.6317; N 0.5642; C 0.2423; F -0.1694; N -0.3916

***

c) DFT (the ωB97M-V functional and the def2-TZVPD basis) results for a 2-piece molecular cluster, C2H2FN3O overall.

- structure (SMILES) = [O-][N+]#CF.N#CN
- orbital gap (alpha / beta) (eV) = 9.02 / 9.02
- lowest unoccupied orbital energy (alpha / beta) (eV) = 0.3 / 0.3
- E_HOMO (alpha / beta) (eV) = -8.732 / -8.733
- molecular weight (g mol⁻¹) = 103.056

```
! RIJCOSX wB97M-V def2-TZVPD def2/J DEFGRID3
* xyz 0 1
O -0.283 0.042 -2.881
N -1.077 0.353 -2.058
C -1.715 0.470 -1.088
F -2.730 1.161 -0.620
N -0.546 0.029 0.696
C 0.523 -0.288 1.011
N 1.719 -0.722 1.417
H 2.408 -0.045 1.153
H 1.701 -1.000 2.370
*
```

Atomic partial charges in e from the Mulliken method, atoms 1 to 5: O -0.6576; N 0.5830; C 0.2476; F -0.1853; N -0.3866

***

Relative energies with respect to the most stable structure, expressed in hartree: a) 0.0000; b) 0.0220; c) 0.0334.

***

a) DFT (the ωB97M-V functional and the def2-TZVPD basis) results for a 2-piece molecular cluster, C3H3FS overall.

- structure (SMILES) = C=C=C=S.F
- orbital gap (eV) = 7.18
- lowest unoccupied orbital energy (eV) = -1.6
- E_HOMO (eV) = -8.759
- molecular weight (g mol⁻¹) = 90.122

```
! RIJCOSX wB97M-V def2-TZVPD def2/J DEFGRID3
* xyz 0 1
C -1.012 -0.840 0.126
C -0.361 0.240 -0.179
C -0.021 1.411 -0.670
S 0.675 2.799 -0.578
H -1.964 -1.012 -0.488
H -0.773 -1.566 0.813
F 2.193 -0.502 0.533
H 1.263 -0.530 0.445
*
```

Atomic partial charges in e from the Mulliken method, atoms 1 to 5: C -0.5577; C 0.1237; C 0.1637; S -0.2265; H 0.1882

***

b) DFT (the ωB97M-V functional and the def2-TZVPD basis) results for one molecule with the formula C3H3FS.

- structure (SMILES) = C=C(F)C=S
- orbital gap (eV) = 8.03
- lowest unoccupied orbital energy (eV) = -1.1
- E_HOMO (eV) = -9.140
- molecular weight (g mol⁻¹) = 90.122

```
! RIJCOSX wB97M-V def2-TZVPD def2/J DEFGRID3
* xyz 0 1
C -0.546 1.161 -0.066
C -0.529 -0.184 -0.065
F -1.524 -1.107 -0.110
C 0.763 -0.991 0.029
S 2.246 -0.272 -0.102
H 0.353 1.675 0.217
H -1.437 1.742 -0.087
H 0.675 -2.024 0.183
*
```

Atomic partial charges in e from the Mulliken method, atoms 1 to 5: C -0.7335; C 0.6299; F -0.2382; C -0.3590; S -0.2079

***

Relative energies with respect to the most stable structure, expressed in hartree: a) 0.0483; b) 0.0000.

***

a) DFT (the ωB97M-V functional and the def2-TZVPD basis) results for an isolated ion of composition C3H3O3S and charge -1.

- structure (SMILES) = O=S(=O)([O-])C1=CC1
- orbital gap (eV) = 9.19
- lowest unoccupied orbital energy (eV) = 4.0
- E_HOMO (eV) = -5.150
- molecular weight (g mol⁻¹) = 119.121

```
! RIJCOSX wB97M-V def2-TZVPD def2/J DEFGRID3
* xyz -1 1
O 0.600 2.352 -0.391
S 1.079 1.298 0.444
O 2.455 0.894 0.234
O 0.722 1.353 1.866
C 0.009 -0.069 -0.194
C -0.795 -0.675 -1.153
C -0.867 -1.316 0.192
H -1.230 -0.596 -2.192
H -1.640 -1.077 0.844
H -0.333 -2.162 0.351
*
```

Atomic partial charges in e from the Mulliken method, atoms 1 to 5: O -0.6315; S 1.1276; O -0.6565; O -0.6627; C -0.0605

***

b) DFT (the ωB97M-V functional and the def2-TZVPD basis) results for an isolated ion of composition C3H3O3S and charge -1.

- structure (SMILES) = O=C([O-])[C@]1(S)CO1
- orbital gap (eV) = 8.15
- lowest unoccupied orbital energy (eV) = 3.4
- E_HOMO (eV) = -4.705
- molecular weight (g mol⁻¹) = 119.121

```
! RIJCOSX wB97M-V def2-TZVPD def2/J DEFGRID3
* xyz -1 1
O 0.930 2.390 1.476
C 1.174 1.524 0.644
O 2.313 1.044 0.312
C -0.009 0.800 -0.034
S -1.780 0.814 0.922
C 0.271 -0.400 -0.876
O -0.203 0.815 -1.415
H -1.122 1.735 1.654
H 1.353 -0.454 -0.947
H -0.330 -1.290 -1.082
*
```

Atomic partial charges in e from the Mulliken method, atoms 1 to 5: O -0.6973; C 0.4519; O -0.7412; C 0.5671; S -0.3969

***

Relative energies with respect to the most stable structure, expressed in hartree: a) 0.0561; b) 0.0000.

***

a) DFT (the ωB97M-V functional and the def2-TZVPD basis) results for a 2-piece molecular cluster, C2H8N3O overall.

- orbital gap (eV) = 9.10
- lowest unoccupied orbital energy (eV) = -4.6
- E_HOMO (eV) = -13.719
- molecular weight (g mol⁻¹) = 90.106

```
! RIJCOSX wB97M-V def2-TZVPD def2/J DEFGRID3
* xyz 1 1
C -1.097 -0.825 -0.665
C -0.725 -0.303 0.675
N 1.364 -1.007 0.489
N -0.158 0.956 0.600
N 0.541 1.393 -0.475
O 1.732 -0.406 -0.515
H -2.113 -0.436 -0.784
H -0.249 -0.732 -1.461
H -1.429 -1.923 -0.559
H -1.038 -0.686 1.689
H 0.082 1.532 1.423
H 0.152 1.089 -1.342
H 0.931 2.299 -0.298
H 2.007 -0.948 1.224
*
```

Atomic partial charges in e from the Mulliken method, atoms 1 to 5: C -0.9624; C -0.0374; N 0.0292; N 0.1367; N -0.4456

***

b) DFT (the ωB97M-V functional and the def2-TZVPD basis) results for an isolated ion of composition C2H8N3O and charge +1.

- structure (SMILES) = CC(=[NH2+])N[NH2+][O-]
- orbital gap (eV) = 10.51
- lowest unoccupied orbital energy (eV) = -3.7
- E_HOMO (eV) = -14.256
- molecular weight (g mol⁻¹) = 90.106

```
! RIJCOSX wB97M-V def2-TZVPD def2/J DEFGRID3
* xyz 1 1
C 1.649 0.032 0.272
C 0.150 -0.324 0.018
N -0.085 -1.600 -0.194
N -0.591 0.793 -0.120
N -2.086 0.497 -0.091
O -2.306 -0.750 0.365
H 1.581 1.145 0.250
H 2.431 -0.487 -0.259
H 1.654 -0.243 1.339
H -0.881 -2.195 -0.255
H 0.805 -1.905 0.157
H -0.498 1.751 0.155
H -2.490 1.143 0.574
H -2.236 0.687 -1.153
*
```

Atomic partial charges in e from the Mulliken method, atoms 1 to 5: C -1.1819; C 0.7661; N -0.2732; N -0.3200; N 0.0847

***

c) DFT (the ωB97M-V functional and the def2-TZVPD basis) results for C2H8N3O as an isolated structure.

- orbital gap (alpha / beta) (eV) = 8.83 / 8.83
- lowest unoccupied orbital energy (alpha / beta) (eV) = -6.0 / -6.0
- E_HOMO (alpha / beta) (eV) = -14.815 / -14.815
- molecular weight (g mol⁻¹) = 90.106

```
! RIJCOSX wB97M-V def2-TZVPD def2/J DEFGRID3
* xyz 1 1
C 0.210 -0.131 -0.326
C 0.505 -1.401 -1.117
N -0.128 -0.324 1.075
N 0.139 1.049 -0.867
N -0.545 2.006 -0.055
O -0.746 -1.315 2.364
H 1.162 -1.178 -2.012
H -0.497 -1.648 -1.288
H 1.017 -2.167 -0.482
H -0.525 0.463 1.568
H 0.285 1.416 -1.752
H -0.159 -2.051 2.631
H -0.786 2.939 -0.419
H 0.070 2.342 0.679
*
```

Atomic partial charges in e from the Mulliken method, atoms 1 to 5: C 0.6546; C -0.9427; N -0.2134; N 0.2035; N -0.7700

***

d) DFT (the ωB97M-V functional and the def2-TZVPD basis) results for C2H8N3O as an isolated structure.

- orbital gap (eV) = 6.18
- lowest unoccupied orbital energy (eV) = -5.1
- E_HOMO (eV) = -11.263
- molecular weight (g mol⁻¹) = 90.106

```
! RIJCOSX wB97M-V def2-TZVPD def2/J DEFGRID3
* xyz 1 1
C -3.361 2.651 2.400
C -1.145 1.278 1.390
N -0.490 0.501 2.182
N -1.182 1.721 0.285
N 4.531 -3.963 -4.599
O -2.459 1.842 2.605
H -3.490 3.162 1.438
H -4.073 2.883 3.193
H 3.729 -4.572 -4.543
H 0.305 -0.020 1.841
H -1.785 2.276 -0.285
H -0.751 0.428 3.155
H 5.026 -3.936 -3.719
H 5.144 -4.251 -5.344
*
```

Atomic partial charges in e from the Mulliken method, atoms 1 to 5: C 0.0507; C 0.6336; N -0.2984; N -0.3345; N -0.6389

***

Relative energies with respect to the most stable structure, expressed in hartree: a) 0.1150; b) 0.0765; c) 0.1179; d) 0.0000.